The following is a quantum chemistry calculation of 4 unconnected molecules or ions with the total composition C28H32BF32O4S in a non-equilibrium geometry, from the OMol25 dataset.

Each line ends with the Mulliken charge.
Element x y z (Å)
F 0.961 3.940 -0.146  -0.28
F -0.127 2.170 -4.129  -0.23
H 3.121 3.608 -4.026  0.40
C -2.949 1.016 6.995  0.77
F 6.913 -0.395 -3.071  -0.28
F -0.199 3.058 -1.739  -0.23
H -4.042 1.086 2.270  0.15
F -3.718 -0.152 5.076  -0.26
C 1.949 3.977 -2.300  0.84
C 5.945 -3.582 -2.467  -0.66
C -2.392 1.916 1.082  0.19
H -2.288 -1.055 -0.339  0.05
F -1.899 -3.836 -0.895  -0.29
H -0.765 0.434 1.250  -0.15
C 2.116 3.336 -3.697  -0.73
H -2.666 2.981 0.821  0.13
H -5.148 -1.976 2.116  0.17
B -4.634 0.667 0.136  0.75
F 1.252 -3.738 1.114  -0.32
C 8.609 -1.806 -3.878  0.19
H 5.827 -3.239 -1.436  0.33
C 0.876 -2.812 0.114  0.55
H 4.933 -3.839 -2.789  0.36
H -6.870 -3.491 1.459  0.31
C 1.054 3.234 -1.302  0.35
C -0.030 3.278 -4.884  0.76
C 6.760 -4.893 -2.553  0.89
H 8.384 -1.450 -4.887  0.22
C -1.124 4.313 -4.588  0.20
H 7.504 -5.108 -0.521  0.29
H -7.648 -2.108 0.499  0.30
H -6.516 -3.285 -0.354  0.25
H -2.449 5.037 5.749  0.22
C -2.618 -0.514 -1.275  0.79
C -5.861 -0.278 0.725  -0.86
O 1.276 3.804 -4.769  -0.42
H 2.197 -1.317 1.041  0.19
F -0.154 2.863 -6.164  -0.31
C -1.149 -1.951 -2.387  -0.47
F -2.340 3.724 -4.564  -0.24
C -1.612 2.967 7.640  -0.73
H -2.985 -0.211 1.558  -0.06
F 3.198 4.041 -1.748  -0.33
H -1.940 0.345 -1.583  -0.06
F 7.210 -5.042 -3.821  -0.28
F 1.548 5.261 -2.457  -0.28
H -0.260 2.320 1.529  0.27
F 7.656 -1.843 -1.667  -0.28
H -6.219 0.209 1.701  0.04
H -4.773 -0.903 -1.600  0.21
F -1.006 -4.307 -2.905  -0.35
S -5.301 2.428 -0.226  -0.50
C 7.898 -5.069 -1.540  0.11
F -1.826 0.886 4.885  -0.19
F -0.162 4.628 6.861  -0.34
H -6.683 -0.252 -0.073  0.27
C -2.596 0.198 5.745  0.22
O -1.813 1.542 7.650  -0.42
C -3.485 0.787 1.309  -0.42
C -5.435 -1.788 1.024  0.68
C 0.567 -3.633 -1.218  0.56
C -0.944 3.605 6.399  0.90
H -4.229 0.773 -2.085  0.21
C -6.703 -2.726 0.627  -1.17
F -1.152 4.670 4.293  -0.27
C -1.878 4.199 5.337  0.12
F 9.023 -3.084 -3.977  -0.21
H -2.520 3.499 7.936  0.34
F 5.879 -5.915 -2.346  -0.32
O 6.313 -2.500 -3.344  -0.38
H -5.105 3.137 0.964  -0.03
H 2.125 2.244 -3.647  0.37
F 8.824 -4.099 -1.598  -0.21
H -1.129 5.094 -5.353  0.21
F -0.955 4.911 -3.394  -0.18
F 3.269 -2.261 -0.417  -0.18
H 1.476 2.255 -1.059  0.08
H -2.057 -0.712 6.021  0.20
F 0.728 -5.002 -0.893  -0.33
F -3.819 2.012 6.751  -0.27
O -2.506 -1.513 -2.370  -0.51
F 1.708 -0.633 -0.816  -0.15
H -0.914 3.130 8.464  0.40
C 2.039 -1.730 -0.012  0.05
H -4.571 -2.171 0.400  -0.30
C -0.916 -3.411 -1.794  0.83
F -2.741 3.311 4.827  -0.17
F -3.556 0.209 7.892  -0.31
F -0.094 2.706 5.855  -0.25
H -0.788 -1.958 -3.470  0.31
C 7.380 -1.657 -2.971  0.79
H -0.504 -1.240 -1.783  0.08
F 8.553 -6.235 -1.774  -0.28
F 9.651 -1.092 -3.389  -0.26
C -1.042 1.530 1.280  -0.67
C -4.127 -0.024 -1.270  -1.05
F -0.229 -2.136 0.636  -0.17
F 1.439 -3.368 -2.275  -0.28

2S+1: 1
Energy (Ha): -5005.79648
Total charge: -1